Record 1
68
Properties=species:S:1:pos:R:3:forces:R:3 method="wB97M-V/def2-TZVPD" homo_lumo_gap_ev=8.649 mol_weight_da=628.35 e_tot_ev=-64259.9238 e_homo_ev=-8.37 smiles="I[PH3]COc1ccccc1.COC(=O)OC.COC(=O)OC.COC(=O)OC.COC(=O)OC"
I 2.0300 -4.5599 -0.3888 0.2 -0.5 0.1
P 1.3951 -2.0372 -0.9028 -0.1 1.1 -0.1
C 0.9377 -0.2543 -1.3203 0.0 0.1 0.1
O -0.2406 -0.1097 -2.1153 0.1 -0.1 -0.3
C -1.2748 -0.9508 -1.7793 -0.3 0.1 0.5
C -1.9484 -0.7941 -0.5629 0.3 0.0 -0.3
C -2.9860 -1.6505 -0.2411 0.0 0.0 0.1
C -3.3676 -2.6506 -1.1271 -0.1 -0.1 -0.1
C -2.7130 -2.7902 -2.3431 0.2 0.2 0.0
C -1.6613 -1.9364 -2.6691 -0.1 -0.1 -0.1
H 0.5160 -2.1542 0.1654 -0.1 -0.2 0.0
H 2.6962 -1.6787 -0.5780 0.1 -0.2 0.1
H 1.1487 -2.4804 -2.2000 -0.1 -0.2 0.0
H 0.8427 0.3363 -0.3995 0.1 -0.1 0.1
H 1.7485 0.1789 -1.9106 0.0 0.0 0.0
H -1.6385 -0.0002 0.1076 -0.1 0.0 0.0
H -3.4991 -1.5391 0.7067 0.0 0.0 -0.1
H -4.1777 -3.3214 -0.8707 0.0 0.0 0.0
H -3.0063 -3.5529 -3.0540 0.0 0.0 0.1
H -1.1275 -2.0187 -3.6090 -0.1 0.0 0.0
C 4.2937 -2.3569 4.0009 0.1 -0.1 0.0
O 3.5190 -1.2400 4.4643 0.0 0.0 0.0
C 2.6534 -0.7717 3.5751 0.0 0.0 0.1
O 2.4889 -1.2065 2.4623 -0.1 0.1 -0.3
O 1.9984 0.2550 4.1111 0.0 0.0 0.0
C 1.0191 0.8444 3.2505 -0.1 0.1 0.0
H 4.9404 -2.6233 4.8303 0.0 0.0 0.0
H 3.6444 -3.1902 3.7417 0.0 0.0 0.0
H 4.8879 -2.0757 3.1339 0.0 0.0 0.0
H 0.2520 0.1166 2.9901 0.0 0.0 0.0
H 1.4841 1.2315 2.3457 0.0 0.0 0.0
H 0.5834 1.6635 3.8132 0.0 0.0 0.0
C 1.9158 5.6992 4.8659 0.0 0.0 0.1
O 0.9369 6.4716 4.1627 0.0 0.0 0.0
C 0.5226 5.9282 3.0212 0.0 0.0 0.0
O 0.8982 4.8792 2.5635 0.0 -0.1 0.0
O -0.3756 6.7404 2.4706 0.0 0.0 0.0
C -0.9075 6.2780 1.2245 0.0 0.0 0.0
H 2.1476 6.2690 5.7598 0.0 0.0 0.0
H 1.5138 4.7245 5.1348 0.0 0.0 0.0
H 2.8092 5.5699 4.2586 0.0 0.0 0.0
H -1.4152 5.3246 1.3557 0.0 0.0 0.0
H -0.1150 6.1704 0.4868 0.0 0.0 0.0
H -1.6137 7.0395 0.9101 0.0 0.0 0.0
C 4.6073 0.5660 0.3833 -0.1 0.0 0.1
O 5.0482 0.8578 -0.9457 0.0 0.0 0.0
C 6.1593 0.2114 -1.3034 0.0 0.0 0.0
O 6.7840 -0.5467 -0.6100 0.0 0.0 0.0
O 6.4566 0.5527 -2.5552 0.0 0.0 0.0
C 7.6367 -0.0744 -3.0704 0.0 0.0 -0.1
H 3.7068 1.1543 0.5365 0.0 0.0 -0.1
H 4.3804 -0.4933 0.4915 0.0 0.0 0.0
H 5.3593 0.8504 1.1169 0.1 0.0 0.0
H 7.5231 -1.1564 -3.0752 0.0 0.0 0.0
H 8.5049 0.1975 -2.4739 0.0 0.0 0.0
H 7.7441 0.2981 -4.0841 0.0 0.0 0.0
C -9.9811 -3.6539 -2.9308 0.0 -0.1 0.0
O -8.6689 -3.6133 -3.5004 0.0 0.0 0.0
C -7.9710 -2.5214 -3.1901 0.0 0.0 0.0
O -8.3537 -1.6155 -2.4968 0.0 0.0 0.0
O -6.7794 -2.6059 -3.7777 0.0 0.0 0.0
C -5.9193 -1.4884 -3.5283 0.1 0.1 -0.1
H -10.4160 -4.5887 -3.2699 0.0 0.0 0.0
H -9.9275 -3.6348 -1.8442 0.0 0.0 0.0
H -10.5760 -2.8124 -3.2798 0.0 0.0 0.0
H -5.7162 -1.3900 -2.4645 0.0 0.0 0.0
H -6.3625 -0.5716 -3.9121 -0.1 0.0 0.1
H -4.9951 -1.6986 -4.0573 0.0 -0.1 0.0

=====

Record 2
65
Properties=species:S:1:pos:R:3:forces:R:3 method="wB97M-V/def2-TZVPD" homo_lumo_gap_ev=10.014 mol_weight_da=450.49 e_tot_ev=-43709.8107 e_homo_ev=-9.48 smiles="CO[C@@H]1O[C@@H]2CO[C@@](C)(C(=O)O)O[C@@H]2[C@H](O)[C@H]1O.CNC(=O)[C@H](CC(C)C)NC(C)=O"
C -3.6037 -2.3795 -4.8518 0.0 0.1 0.4
O -4.8533 -3.0483 -4.6044 -0.2 0.2 1.0
C -5.2084 -3.2075 -3.2178 0.8 0.2 -0.2
O -4.8352 -2.0409 -2.4621 0.1 -0.5 0.0
C -5.0686 -2.1296 -1.0426 0.4 -0.2 -0.2
C -4.5103 -0.8820 -0.3526 0.3 -0.4 -0.3
O -3.0756 -0.8459 -0.4268 0.2 -0.8 0.8
C -2.4004 -2.0205 0.0777 -0.8 -0.5 -1.4
C -0.9537 -1.9112 -0.3910 0.1 0.0 0.1
C -2.3931 -2.1140 1.6415 -0.8 1.8 1.0
O -2.4158 -1.0816 2.2990 0.1 -1.7 -0.8
O -2.3534 -3.3413 2.2248 0.0 0.7 -1.1
O -2.9448 -3.2024 -0.5499 -0.1 0.4 0.5
C -4.3737 -3.3578 -0.4344 0.3 0.0 -0.3
C -4.8587 -4.6132 -1.1744 0.9 -0.9 -0.5
O -4.2562 -5.8043 -0.6558 -0.1 0.3 -0.1
C -4.5505 -4.4899 -2.6679 -0.1 0.4 -0.3
O -5.0503 -5.6522 -3.3565 0.1 0.6 0.1
H -2.8140 -2.7438 -4.1875 -0.1 0.0 0.0
H -3.2892 -2.5529 -5.8848 -0.4 -0.2 0.1
H -3.7140 -1.3004 -4.7034 0.0 -0.2 0.0
H -6.2950 -3.3281 -3.1533 0.0 0.0 -0.4
H -6.1464 -2.1854 -0.8577 -0.1 0.0 0.1
H -4.8278 -0.8635 0.6948 -0.1 -0.1 0.0
H -4.9192 0.0109 -0.8350 0.5 -0.1 0.0
H -0.4885 -1.0135 0.0245 -0.2 -0.1 0.0
H -0.9185 -1.8509 -1.4823 -0.2 0.0 0.2
H -0.3825 -2.7865 -0.0702 -0.1 0.1 0.0
H -2.3421 -3.1737 3.1783 0.0 0.1 0.1
H -4.6493 -3.4563 0.6203 0.0 0.0 0.1
H -5.9437 -4.6948 -1.0495 -0.1 0.2 0.1
H -4.3854 -6.5213 -1.3043 0.0 0.5 0.2
H -3.4662 -4.4274 -2.8034 0.0 0.1 0.1
H -4.9156 -5.5346 -4.3169 0.0 0.1 0.7
C 7.1642 3.3265 1.1474 -0.4 0.0 -0.1
N 6.3193 3.4815 -0.0373 1.1 -0.3 0.7
C 5.0196 3.7921 -0.0843 -1.1 0.4 -0.7
O 4.4909 3.9869 -1.1723 -0.3 0.0 0.4
C 4.1893 3.9116 1.2130 -0.5 -0.1 0.3
C 2.9096 3.0471 1.1641 0.5 -0.6 -0.8
C 3.1252 1.5511 0.8627 -0.3 0.0 0.6
C 3.9462 0.8500 1.9476 0.0 0.3 -0.4
C 1.7696 0.8502 0.7680 0.2 0.3 -0.4
N 3.7908 5.3112 1.4102 0.9 -1.1 -1.3
C 3.5874 5.9619 2.5549 -0.2 1.1 1.3
C 3.7813 5.2516 3.8802 0.0 0.0 -0.3
O 3.2532 7.1357 2.5468 -0.1 0.2 -0.1
H 8.2146 3.3189 0.8505 -0.2 0.0 0.0
H 6.9392 2.3872 1.6537 0.1 0.0 0.1
H 7.0080 4.1596 1.8357 0.1 -0.1 0.0
H 6.7630 3.4178 -0.9414 -0.1 0.1 0.0
H 4.7920 3.5794 2.0552 0.1 0.2 0.1
H 2.3819 3.1381 2.1136 0.0 0.1 0.1
H 2.2580 3.4544 0.3883 0.0 0.1 0.0
H 3.6374 1.4365 -0.0919 0.1 0.1 -0.2
H 3.4690 0.9748 2.9197 0.0 0.0 0.1
H 4.9517 1.2620 1.9817 0.2 -0.1 0.2
H 4.0214 -0.2133 1.7199 0.1 0.0 0.1
H 1.2320 0.9343 1.7130 -0.1 -0.1 0.0
H 1.9153 -0.2024 0.5269 -0.1 -0.1 0.0
H 1.1754 1.3090 -0.0231 -0.2 -0.1 0.0
H 3.6252 5.8553 0.5754 -0.1 0.0 0.0
H 4.8077 4.9030 3.9602 0.1 -0.2 0.1
H 3.5754 5.9563 4.6849 0.0 0.0 -0.2
H 3.0893 4.4161 3.9521 0.1 -0.2 0.1

=====

Record 3
61
Properties=species:S:1:pos:R:3:forces:R:3 method="wB97M-V/def2-TZVPD" total_charge=+1 homo_lumo_gap_ev=7.828 mol_weight_da=413.55 e_tot_ev=-50412.2924 e_homo_ev=-11.11
C -1.5716 5.6046 -1.0562 0.5 -0.8 -0.5
C -1.8284 4.0866 -1.6619 -1.3 0.6 0.2
C -3.4687 3.7697 -1.6289 0.2 -0.2 -0.4
C -1.2815 3.9134 -3.2142 -0.4 0.1 0.8
C 0.3741 3.9759 -3.2944 -0.3 -1.3 0.0
C 0.9170 2.5864 -2.5968 1.7 -2.7 2.2
N 1.2256 1.2175 -3.2039 0.0 3.4 7.2
C 1.6394 0.4484 -1.9355 -0.8 3.2 0.2
N 1.9951 -0.8655 -1.9886 1.5 1.1 -0.7
C 2.3844 -1.7880 -0.8684 -0.8 -1.9 0.6
C 1.0030 -2.4867 -0.3041 -3.2 -2.8 1.5
C -0.3376 -1.6551 0.1689 0.0 -3.3 0.1
C -1.7169 -2.3681 0.6971 3.4 -2.5 -1.3
C -1.8031 -4.0048 0.7551 4.0 2.5 -1.6
C -0.4766 -4.8654 0.2776 -0.3 3.3 0.0
C 0.9396 -4.1482 -0.2456 -4.0 2.2 1.3
P 1.9535 -1.6186 -3.6454 -3.8 -0.9 -0.1
S 0.0448 -2.0859 -3.9240 1.6 0.4 -0.2
N 1.6004 1.2957 -0.7000 -0.3 -1.7 -2.8
C 1.9263 1.0910 0.7510 1.5 0.3 2.1
C 3.5553 1.2348 1.0681 0.8 0.0 0.0
C 3.9398 0.4966 2.4946 -0.2 -0.2 -0.1
O 5.4142 0.2722 2.5643 -2.2 -1.5 1.2
N 1.1820 2.5592 -1.0960 -0.8 -0.1 -5.2
H -2.0607 5.6456 0.0086 1.0 0.2 -2.1
H -1.9810 6.4655 -1.7733 0.8 -2.0 1.7
H -0.3996 5.7195 -0.9623 -2.3 0.1 0.0
H -1.3342 3.3369 -0.9036 -0.8 1.3 -1.7
H -3.9603 4.2258 -2.5896 0.9 -0.8 1.9
H -3.6892 2.6138 -1.6287 0.6 2.3 -0.1
H -4.0030 4.2184 -0.6888 1.2 -0.8 -1.8
H -1.7373 4.7866 -3.8780 1.1 -1.9 1.4
H -1.7026 2.8782 -3.6091 1.1 2.2 0.6
H 0.8176 4.9125 -2.7511 -0.9 -2.0 -0.8
H 0.7384 4.0042 -4.4061 -0.7 -0.3 2.2
H 3.0722 -1.3270 -0.0412 -1.5 -0.5 -1.7
H 3.0162 -2.6740 -1.3589 -1.4 2.0 1.1
H -0.2996 -0.4863 0.1036 -0.2 -2.5 0.1
H -2.6303 -1.7075 1.0144 2.1 -1.4 -0.7
H -2.7923 -4.5267 1.1020 2.2 1.0 -0.8
H -0.6006 -6.0522 0.3094 0.6 3.0 -0.1
H 1.8204 -4.8571 -0.5728 -1.9 1.7 0.7
H 2.6483 -2.8859 -3.5558 0.5 1.4 0.2
H 2.4603 -0.7274 -4.6594 0.4 -0.4 1.1
H 1.5939 0.0674 1.2124 0.3 1.8 -1.5
H 1.3885 1.9375 1.3958 0.9 -1.9 -1.7
H 3.9057 2.3737 1.0624 -0.9 -2.5 0.1
H 4.2241 0.7092 0.2369 -1.6 1.0 1.7
H 3.6449 1.1118 3.4469 0.2 -1.0 -2.0
H 3.3841 -0.5571 2.5238 1.0 2.2 -0.1
H 5.4903 -0.4847 3.2464 0.1 1.9 -1.6
H 1.0848 3.3530 -0.4253 0.1 -1.2 -0.9
C -3.3071 -5.1844 4.7330 -0.1 -0.2 0.2
C -3.6662 -3.7195 4.5935 0.2 -0.2 -0.2
O -2.5007 -2.9591 4.3116 0.3 0.2 -0.3
H -2.5747 -5.3263 5.5344 -0.2 0.1 -0.1
H -4.1944 -5.7840 4.9550 0.1 0.0 0.0
H -2.8488 -5.5602 3.8125 -0.1 0.0 0.0
H -4.1037 -3.3424 5.5227 0.2 0.1 -0.2
H -4.3885 -3.5677 3.7855 -0.2 -0.1 0.1
H -2.1246 -3.2961 3.4804 -0.1 0.2 0.4

=====

Record 4
66
Properties=species:S:1:pos:R:3:forces:R:3 method="wB97M-V/def2-TZVPD" total_charge=+1 homo_lumo_gap_ev=8.524 mol_weight_da=688.69 e_tot_ev=-70658.9493 e_homo_ev=-10.57
Pt -0.0883 -0.4022 -0.4813 0.1 0.0 -0.1
O -2.0547 -2.4341 0.1309 -0.3 -0.3 0.2
C -3.2412 -1.7592 0.5318 0.2 0.0 -0.1
C -3.1078 -1.4625 2.0123 0.0 0.1 0.0
C -1.8105 -0.7146 2.3677 0.0 0.0 -0.2
C -1.7587 0.6915 1.8204 -0.1 0.0 0.1
C -2.4127 1.7038 2.5185 0.0 0.0 0.0
C -2.4134 3.0005 2.0476 0.0 0.0 0.0
C -1.7654 3.2716 0.8521 0.0 0.0 0.0
C -1.1420 2.2357 0.1954 0.1 0.0 0.1
N -1.1149 0.9755 0.6721 0.0 0.2 0.1
H -2.1791 -2.8283 -0.7387 0.0 0.1 0.0
H -4.1230 -2.3798 0.3542 0.0 0.0 0.0
H -3.3624 -0.8286 -0.0377 0.0 0.0 0.0
H -3.1207 -2.4031 2.5648 0.0 0.0 0.0
H -3.9694 -0.8726 2.3362 0.0 -0.1 0.0
H -0.9701 -1.2969 1.9942 0.0 0.0 0.0
H -1.7492 -0.6496 3.4558 0.1 0.0 0.0
H -2.9260 1.4499 3.4364 0.0 0.0 0.0
H -2.9145 3.7855 2.5979 0.0 0.0 0.0
H -1.7383 4.2667 0.4329 0.0 0.0 0.0
H -0.6389 2.3845 -0.7494 0.1 0.0 0.0
N 2.6726 -0.6771 2.6995 0.0 0.0 0.0
C 3.4507 -1.2043 1.6993 0.0 0.0 0.0
C 2.6900 -1.1608 0.5778 0.0 0.0 0.0
N 1.4581 -0.6181 0.8862 0.0 -0.3 0.2
C 1.4846 -0.3398 2.1726 0.0 0.1 -0.1
H 2.9353 -0.5695 3.6639 0.0 0.0 0.0
H 4.4511 -1.5572 1.8704 0.0 0.0 0.0
H 2.9360 -1.4708 -0.4212 0.0 0.0 0.0
H 0.6941 0.1182 2.7387 0.0 0.0 0.0
N 3.9393 4.2802 -1.4668 0.0 0.0 0.0
C 3.1839 3.3341 -2.2823 0.0 0.0 0.0
C 2.4191 2.3424 -1.4096 0.0 -0.1 0.0
O 1.8118 1.4023 -1.8533 0.2 0.3 -0.1
O 2.4608 2.6170 -0.1060 0.0 0.0 0.0
H 3.8253 5.2347 -1.7757 0.0 0.0 0.0
H 4.9287 4.0730 -1.4581 0.0 0.0 0.0
H 3.0221 3.4250 -0.0364 0.0 0.0 0.0
H 3.7992 2.7560 -2.9730 0.0 0.0 0.0
H 2.4355 3.8535 -2.8819 0.0 0.0 0.0
C 1.1980 1.0126 -5.3795 -0.1 0.0 0.0
C 1.4234 -0.3086 -4.6801 0.1 0.2 0.0
C 2.3667 -1.2378 -5.4104 -0.1 0.0 0.0
O 0.1265 -0.9815 -4.5984 0.0 -0.1 0.0
P -0.5460 -1.4040 -3.2378 -0.2 -0.2 -0.4
S -1.5134 0.0620 -2.2854 -0.1 -0.1 0.2
S 0.7756 -2.0778 -1.8883 0.1 0.1 0.1
O -1.6360 -2.4409 -3.6937 0.0 0.1 0.0
C -1.5160 -3.6320 -4.5422 0.0 -0.1 0.0
C -0.5024 -4.6023 -3.9736 0.0 0.0 0.0
C -1.2499 -3.2670 -5.9875 0.0 0.1 0.0
H 2.1488 1.5340 -5.4976 0.0 0.0 0.0
H 0.5222 1.6388 -4.7973 0.0 0.0 0.0
H 0.7653 0.8549 -6.3684 0.0 0.0 0.0
H 1.7777 -0.1296 -3.6651 0.0 0.0 0.0
H 1.9788 -1.4769 -6.4019 0.0 0.0 0.0
H 2.5028 -2.1654 -4.8532 0.0 0.0 0.0
H 3.3403 -0.7614 -5.5288 0.0 0.0 0.0
H -2.5159 -4.0577 -4.4624 0.0 0.0 0.0
H 0.5157 -4.2250 -4.0900 0.0 0.0 0.0
H -0.5779 -5.5478 -4.5112 0.0 0.0 0.0
H -0.6833 -4.7920 -2.9162 0.0 0.0 0.0
H -0.2301 -2.9156 -6.1299 0.0 0.0 0.0
H -1.9351 -2.4900 -6.3238 0.0 0.0 0.0
H -1.4036 -4.1538 -6.6031 0.0 0.0 0.0